Computed, not measured: a structure of composition C37H34N2O2SSbV, with wB97M-V/def2-TZVPD.

Each line ends with the natural charge from an NBO analysis.
CARTESIAN COORDINATES (ANGSTROEM)
V: 0.5619 0.5840 -2.4014  1.2004
C: 0.6392 0.4960 -4.6963  -0.2112
C: 0.2710 -0.7722 -4.2301  -0.2810
C: 1.3111 -1.2535 -3.4069  -0.2894
C: 2.3340 -0.2801 -3.3706  -0.2693
C: 1.9135 0.8142 -4.1561  -0.3059
H: 0.1062 1.0887 -5.4203  0.2642
H: -0.6132 -1.3190 -4.5193  0.2586
H: 1.3697 -2.2335 -2.9599  0.2684
H: 3.2811 -0.3879 -2.8663  0.2715
H: 2.4966 1.6828 -4.4179  0.2668
N: -0.9904 2.5456 0.4156  -0.8387
C: 0.2814 3.2559 0.4018  -0.3295
C: 1.3835 2.4493 -0.2647  0.7998
O: 2.5486 2.6604 -0.0947  -0.5141
O: 0.9576 1.4916 -1.1097  -0.6001
H: -1.3963 2.5381 -0.5138  0.3734
H: -1.6483 3.0215 1.0193  0.3745
H: 0.6122 3.4534 1.4205  0.2336
H: 0.2669 4.2214 -0.1219  0.2150
N: -0.9828 -0.5246 -1.6332  -0.7963
C: -2.4244 -0.4141 -1.7743  0.1026
C: -3.1666 -1.3810 -1.1046  -0.2117
C: -4.5453 -1.3680 -1.1404  -0.1952
C: -5.1809 -0.3555 -1.8428  -0.1896
C: -4.4399 0.6036 -2.5040  -0.2008
C: -3.0375 0.5963 -2.5144  0.0193
C: -2.2792 1.6796 -3.1939  -0.1302
C: -2.9768 2.5937 -4.0006  -0.1755
C: -2.3787 3.7256 -4.5182  -0.2066
C: -1.0615 4.0126 -4.1960  -0.2154
C: -0.3432 3.0847 -3.4613  -0.1978
C: -0.9035 1.8869 -3.0176  -0.2169
H: -0.7230 -1.4863 -1.8283  0.4239
H: -0.7519 -0.4194 -0.6407  0.4387
H: -2.6411 -2.1439 -0.5411  0.2215
H: -5.1153 -2.1276 -0.6225  0.2263
H: -6.2615 -0.3082 -1.8687  0.2269
H: -4.9809 1.3878 -3.0113  0.2185
H: -4.0156 2.4146 -4.2368  0.2136
H: -2.9410 4.3907 -5.1600  0.2268
H: -0.5948 4.9308 -4.5290  0.2250
H: 0.7073 3.2859 -3.2649  0.1973
S: 1.4767 -1.7364 -0.1923  -0.8654
Sb: 1.3903 -1.3675 2.0590  1.7337
C: 2.6523 0.2683 2.5627  -0.3908
C: 2.2885 1.2710 3.4510  -0.2331
C: 3.1493 2.3416 3.6473  -0.2031
C: 4.3583 2.3994 2.9713  -0.1798
C: 4.7200 1.3839 2.0975  -0.1923
C: 3.8624 0.3171 1.8840  -0.1540
C: 2.0178 -3.2006 2.9276  -0.3865
C: 1.2596 -3.8258 3.9084  -0.2286
C: 1.6510 -5.0721 4.3776  -0.2004
C: 2.7940 -5.6774 3.8768  -0.1832
C: 3.5532 -5.0400 2.9041  -0.2166
C: 3.1621 -3.8014 2.4198  -0.1521
C: -0.6644 -1.1019 2.5740  -0.3956
C: -1.2021 0.1382 2.8925  -0.2168
C: -2.5681 0.2548 3.1101  -0.1921
C: -3.3898 -0.8566 3.0029  -0.1881
C: -2.8508 -2.0923 2.6702  -0.2287
C: -1.4882 -2.2167 2.4484  -0.1641
H: 1.3600 1.2197 4.0059  0.2177
H: 2.8701 3.1327 4.3313  0.2248
H: 5.0208 3.2407 3.1252  0.2268
H: 5.6642 1.4268 1.5712  0.2251
H: 4.1294 -0.4622 1.1793  0.2207
H: 0.3723 -3.3509 4.3103  0.2221
H: 1.0595 -5.5688 5.1357  0.2255
H: 3.0928 -6.6504 4.2434  0.2263
H: 4.4473 -5.5101 2.5166  0.2258
H: 3.7365 -3.3199 1.6371  0.2177
H: -0.5699 1.0137 2.9569  0.2195
H: -2.9887 1.2203 3.3604  0.2212
H: -4.4534 -0.7599 3.1774  0.2265
H: -3.4937 -2.9580 2.5749  0.2258
H: -1.0674 -3.1798 2.1793  0.2207

Properties
HOMO energy (alpha / beta) in eV: -10.88 / -10.93
Frontier orbital gap (alpha / beta) in eV: 7.83 / 8.23
Multiplicity: 2
LUMO level (alpha / beta) in eV: -3.05 / -2.70
Net charge: +1
Max |F| in eV/A: 4.0


Computed, not measured: a structure of composition C37H34N6O6SY, with wB97M-V/def2-TZVPD.

Each line ends with the natural charge from an NBO analysis.
CARTESIAN COORDINATES (ANGSTROEM)
Y: 0.1361 -0.6610 -1.4941  1.9443
O: -0.8990 1.1967 -1.6127  -0.9635
C: -1.9726 2.0014 -1.3647  0.2142
C: -3.1751 1.1028 -0.9716  -0.4530
C: -2.9425 0.3480 0.3055  0.2554
C: -3.6776 0.6983 1.4339  -0.2647
C: -3.4898 0.0038 2.6135  -0.1754
C: -2.5580 -1.0140 2.6364  -0.2163
C: -1.8305 -1.2948 1.4842  0.2481
C: -0.7215 -2.3014 1.5265  -0.4713
C: 0.6402 -1.5541 1.6981  0.1904
O: 0.7944 -0.6718 0.6521  -0.9760
C: 0.5604 -0.8315 3.0523  0.0892
C: 0.4641 0.5490 3.1036  -0.2455
C: 0.2976 1.2056 4.3174  -0.2020
C: 0.2364 0.4846 5.4997  -0.2413
C: 0.3481 -0.9012 5.4599  -0.2260
C: 0.5084 -1.5498 4.2462  -0.2499
C: 1.8258 -2.5344 1.7221  0.0706
C: 3.0263 -2.1355 2.3141  -0.2567
C: 4.1671 -2.9207 2.2260  -0.2341
C: 4.1272 -4.1325 1.5487  -0.2245
C: 2.9374 -4.5483 0.9715  -0.2076
C: 1.7990 -3.7568 1.0596  -0.2247
N: -2.0282 -0.6363 0.3317  -0.4785
C: -1.7038 2.9771 -0.2090  -0.0310
C: -0.5354 2.8860 0.5278  -0.2104
C: -0.3025 3.7512 1.5924  -0.2026
C: -1.2395 4.7117 1.9352  -0.2379
C: -2.4140 4.8127 1.1960  -0.2369
C: -2.6370 3.9563 0.1310  -0.1666
C: -2.2806 2.8211 -2.6270  0.0836
C: -1.3168 3.7391 -3.0445  -0.2021
C: -1.4850 4.4720 -4.2044  -0.2169
C: -2.6291 4.3027 -4.9778  -0.2207
C: -3.5884 3.3896 -4.5786  -0.2224
C: -3.4122 2.6514 -3.4110  -0.2398
H: -3.3138 0.3947 -1.7886  0.2393
H: -4.0931 1.6860 -0.8655  0.2028
H: -4.3842 1.5151 1.3693  0.2127
H: -4.0518 0.2600 3.5034  0.2074
H: -2.3544 -1.5726 3.5400  0.2107
H: -0.7062 -2.8527 0.5882  0.2540
H: -0.8883 -3.0111 2.3397  0.2113
H: 0.4971 1.0875 2.1682  0.2429
H: 0.2008 2.2849 4.3325  0.2059
H: 0.1034 0.9944 6.4462  0.2012
H: 0.3093 -1.4757 6.3780  0.2020
H: 0.6002 -2.6309 4.2244  0.2116
H: 3.0668 -1.1882 2.8390  0.2195
H: 5.0874 -2.5851 2.6899  0.2023
H: 5.0155 -4.7486 1.4759  0.2006
H: 2.8798 -5.4886 0.4374  0.2173
H: 0.8941 -4.1102 0.5885  0.2354
H: 0.1902 2.1317 0.2521  0.2458
H: 0.6206 3.6672 2.1546  0.2039
H: -1.0577 5.3826 2.7661  0.2011
H: -3.1513 5.5666 1.4453  0.2004
H: -3.5431 4.0546 -0.4583  0.2013
H: -0.4171 3.8541 -2.4518  0.2240
H: -0.7193 5.1727 -4.5142  0.2036
H: -2.7617 4.8739 -5.8886  0.1991
H: -4.4782 3.2388 -5.1781  0.2000
H: -4.1723 1.9351 -3.1280  0.2057
C: 5.7591 -2.2408 -3.5163  -0.2663
O: 4.3668 -2.3932 -3.7245  -0.5039
C: 3.4813 -1.9432 -2.7974  0.8936
O: 2.3063 -2.1143 -2.9668  -0.5753
N: 4.0277 -1.3484 -1.6953  -0.4995
N: 3.1308 -0.8164 -0.7788  -0.6323
H: 6.2417 -2.7180 -4.3651  0.2013
H: 6.0848 -2.7343 -2.5974  0.1806
H: 6.0528 -1.1869 -3.5020  0.1703
H: 4.9782 -1.0208 -1.7086  0.3708
H: 3.1004 0.1934 -0.8118  0.3794
H: 3.2689 -1.1871 0.1496  0.3871
S: -0.6736 -5.7401 -1.4226  -0.3236
C: -0.3097 -4.1545 -1.6159  0.1893
N: -0.0802 -3.0129 -1.7058  -0.7175
O: 1.7683 0.7527 -2.5975  -0.5960
N: 1.3289 0.6206 -3.7748  0.3874
O: 0.3991 -0.2017 -3.8532  -0.5151
N: -3.3411 -2.5641 -2.3804  -0.7202
C: -2.4380 -1.8327 -2.4410  0.3825
H: -3.8548 -3.4108 -2.2502  0.4485

Properties
HOMO energy in eV: -5.52
Frontier orbital gap in eV: 7.94
LUMO level in eV: 2.42
Net charge: -1
Max |F| in eV/A: 0.5


Computed, not measured: a structure of composition C37H35AsAuN4OPS, with wB97M-V/def2-TZVPD.

Each line ends with the Löwdin charge.
CARTESIAN COORDINATES (ANGSTROEM)
Au: -0.0591 0.7913 0.7944  0.6703
S: 0.8116 0.7346 3.1009  0.6705
C: -0.1513 -0.5036 3.8743  -0.7022
C: -0.3186 -0.4492 5.2581  -0.0975
C: -1.1219 -1.3790 5.8998  -0.0430
C: -1.7441 -2.3878 5.1780  -0.0535
C: -1.5451 -2.4772 3.8095  -0.0788
C: -0.7441 -1.5451 3.1582  -0.4119
As: -0.4328 -1.5951 1.2680  1.2969
C: -1.7570 -2.7954 0.5600  -0.3785
C: -3.1034 -2.4703 0.7285  -0.1376
C: -4.0785 -3.3422 0.2778  -0.0625
C: -3.7075 -4.5287 -0.3456  -0.0401
C: -2.3666 -4.8435 -0.5155  -0.0450
C: -1.3814 -3.9727 -0.0753  -0.0725
C: 1.2894 -2.3757 0.9400  -0.3898
C: 2.0861 -2.8551 1.9706  -0.0770
C: 3.3558 -3.3350 1.6817  -0.0510
C: 3.8257 -3.3292 0.3764  -0.0550
C: 3.0277 -2.8455 -0.6540  -0.0653
C: 1.7616 -2.3623 -0.3720  -0.1331
H: 0.1668 0.3457 5.8090  0.1093
H: -1.2772 -1.3035 6.9678  0.1213
H: -2.3871 -3.0994 5.6768  0.1178
H: -2.0032 -3.2796 3.2461  0.1086
H: -3.3806 -1.5460 1.2243  0.1180
H: -5.1234 -3.0992 0.4166  0.1199
H: -4.4683 -5.2107 -0.7009  0.1201
H: -2.0850 -5.7758 -0.9859  0.1193
H: -0.3346 -4.2198 -0.2007  0.1046
H: 1.7182 -2.8561 2.9898  0.1114
H: 3.9773 -3.7157 2.4811  0.1179
H: 4.8171 -3.7043 0.1599  0.1164
H: 3.3935 -2.8460 -1.6727  0.1117
H: 1.1292 -1.9751 -1.1654  0.0790
N: -0.2485 2.7973 -1.5423  -0.0782
P: -0.0049 1.1243 -1.5934  0.9748
C: -1.4731 0.4759 -2.4575  -0.3451
C: -2.4084 -0.2883 -1.7710  -0.1045
C: -3.5461 -0.7463 -2.4198  -0.0521
C: -3.7416 -0.4433 -3.7576  -0.0440
C: -2.8135 0.3286 -4.4480  -0.0476
C: -1.6807 0.7911 -3.8027  -0.0797
C: 1.3137 0.9353 -2.7967  -0.3484
C: 1.3622 -0.2648 -3.5112  -0.0996
C: 2.2841 -0.4189 -4.5304  -0.0480
C: 3.1603 0.6169 -4.8331  -0.0404
C: 3.1468 1.7874 -4.0873  -0.0483
C: 2.2368 1.9462 -3.0539  -0.0815
C: -0.7967 3.4900 -0.4869  -0.3763
C: -1.0800 4.8553 -0.5849  0.0087
C: -1.6727 5.4885 0.4854  -0.0222
C: -1.9754 4.7635 1.6389  -0.0376
C: -1.6427 3.4314 1.6708  -0.1218
N: -1.0683 2.8083 0.6299  -0.0091
H: 0.0477 3.3358 -2.3414  0.1182
H: -2.2410 -0.5165 -0.7265  0.0291
H: -4.2745 -1.3413 -1.8844  0.1039
H: -4.6202 -0.8138 -4.2688  0.1189
H: -2.9745 0.5696 -5.4902  0.1185
H: -0.9542 1.3895 -4.3387  0.1144
H: 0.6542 -1.0548 -3.2918  0.1071
H: 2.3075 -1.3379 -5.1003  0.1189
H: 3.8608 0.5066 -5.6500  0.1202
H: 3.8489 2.5793 -4.3112  0.1184
H: 2.2559 2.8424 -2.4467  0.1046
H: -0.8410 5.3938 -1.4923  0.1248
H: -1.9099 6.5422 0.4264  0.1265
H: -2.4369 5.2317 2.4953  0.1190
H: -1.8301 2.8190 2.5433  0.1130
C: 1.9748 4.0555 2.0290  -0.0541
N: 3.0426 3.0907 1.8300  0.0361
C: 2.9904 2.1016 0.9202  -0.6236
N: 4.0497 1.2646 0.8614  0.2023
O: 2.0153 1.9518 0.1467  -0.1472
H: 2.4000 5.0355 2.2330  0.0973
H: 1.3239 3.7698 2.8574  0.0673
H: 1.3823 4.1093 1.1190  0.0682
H: 3.8082 3.1120 2.4822  0.1491
H: 4.8939 1.4433 1.3760  0.1174
H: 4.0858 0.5940 0.1139  0.1143

Properties
HOMO energy in eV: -13.13
Frontier orbital gap in eV: 5.55
Energy above the lowest of the compared OMol25 structures with the same formula, charge and spin in kcal/mol: 8.2
LUMO level in eV: -7.57
Net charge: +2
Max |F| in eV/A: 1.6